{"formula": "C4H12N2O2", "method": "wB97M-V/def2-TZVPD", "e_homo_ev": [-6.03, -6.51], "homo_lumo_gap_ev": [6.85, 7.47], "lumo_energy_ev": [0.81, 0.95], "symbols": ["C", "C", "O", "O", "H", "H", "H", "H", "H", "H", "N", "N", "C", "C", "H", "H", "H", "H", "H", "H"], "positions_angstrom": [[1.4768, -1.4657, -0.9982], [0.3040, -2.3777, -0.8034], [2.4870, -1.5404, -0.0639], [0.6323, 0.3194, -0.4520], [2.1088, -1.2973, 0.7915], [1.0892, 0.4914, -1.2980], [1.9204, -1.4746, -1.9946], [0.6167, -3.4287, -0.7449], [-0.3871, -2.2854, -1.6418], [-0.2290, -2.1194, 0.1137], [-1.8113, 0.8705, -0.2916], [-0.8081, 1.4081, 2.2638], [-0.5662, 1.5886, -0.1364], [-0.3280, 2.0688, 1.1575], [-1.6608, -0.0477, -0.6914], [-1.6247, 0.8384, 2.0949], [-0.7933, 1.8889, 3.1477], [-2.4728, 1.3880, -0.8592], [-0.3371, 2.3118, -0.9202], [0.3833, 2.8632, 1.3266]]}

{"formula": "C4H12N2O2", "method": "wB97M-V/def2-TZVPD", "e_homo_ev": -8.84, "homo_lumo_gap_ev": 9.32, "lumo_energy_ev": 0.48, "symbols": ["O", "C", "O", "C", "H", "H", "H", "N", "C", "C", "N", "H", "H", "H", "H", "H", "H", "H", "H", "H"], "positions_angstrom": [[0.0219, -0.1324, 1.3922], [0.0904, -1.3640, 1.2668], [0.3062, -1.9514, 0.1464], [-0.0723, -2.2612, 2.4619], [-0.9819, -2.8528, 2.3507], [0.7573, -2.9718, 2.4505], [-0.0892, -1.7211, 3.4022], [0.9314, -0.2659, -1.6325], [0.7199, 1.1326, -1.1693], [-0.7757, 1.4200, -1.0870], [-0.9664, 2.5487, -0.1933], [0.5894, -0.9572, -0.8278], [0.3831, -0.4248, -2.4714], [1.9032, -0.4988, -1.8145], [1.1035, 1.1794, -0.1520], [1.2684, 1.8298, -1.7996], [-1.1850, 1.6556, -2.0732], [-1.2568, 0.5065, -0.7253], [-1.9098, 2.9048, -0.2844], [-0.8376, 2.2239, 0.7594]]}

{"formula": "C4H12N2O2", "method": "wB97M-V/def2-TZVPD", "smiles": "C[C@](N)(CO)CON", "e_homo_ev": -8.81, "homo_lumo_gap_ev": 9.63, "lumo_energy_ev": 0.82, "symbols": ["C", "C", "N", "C", "O", "C", "O", "N", "H", "H", "H", "H", "H", "H", "H", "H", "H", "H", "H", "H"], "positions_angstrom": [[-0.7348, 1.6258, -0.0947], [-0.2793, 0.2846, 0.4602], [-1.3574, -0.3990, 1.0972], [0.9581, 0.5000, 1.5451], [2.0344, 1.2679, 1.0824], [0.4420, -0.5503, -0.5676], [-0.6249, -0.9111, -1.5955], [-0.3224, -2.0904, -2.2902], [-1.1916, 2.2172, 0.6963], [0.0961, 2.1694, -0.5391], [-1.4667, 1.4498, -0.8798], [-2.1835, -0.4164, 0.5110], [-1.1111, -1.3653, 1.3105], [0.4687, 0.9682, 2.4069], [1.3734, -0.4538, 1.8752], [1.7225, 2.1603, 0.8967], [1.2342, -0.0044, -1.0891], [0.8353, -1.4808, -0.1395], [-0.4354, -3.0112, -1.8670], [0.5423, -1.9604, -2.8189]]}

{"formula": "C4H12N2O2", "method": "wB97M-V/def2-TZVPD", "smiles": "CN(C=O)CCN.O", "e_homo_ev": -8.81, "homo_lumo_gap_ev": 9.58, "lumo_energy_ev": 0.77, "symbols": ["C", "N", "C", "O", "C", "C", "N", "H", "H", "H", "H", "H", "H", "H", "H", "H", "H", "O", "H", "H"], "positions_angstrom": [[1.5478, -1.4451, -0.3727], [0.8031, -0.1256, -0.6812], [0.7593, 0.8552, 0.3166], [1.1660, 0.5916, 1.4629], [-0.0276, -0.1171, -1.7364], [-1.4597, -0.6909, -1.1600], [-1.6128, -0.4544, 0.2363], [2.1275, -1.1336, 0.5854], [2.1174, -1.7780, -1.2249], [0.6815, -2.2178, -0.1319], [0.5117, 1.9120, -0.2229], [-0.2115, 0.7527, -2.4471], [0.2542, -0.9482, -2.5225], [-2.2637, -0.2914, -1.7033], [-1.3454, -1.8032, -1.5834], [-0.9265, -0.8622, 0.8973], [-1.7250, 0.5454, 0.6443], [0.0706, 2.6883, 3.2059], [-0.8867, 2.6908, 3.1943], [0.4200, 1.8315, 3.2433]]}

{"formula": "C4H12N2O2", "method": "wB97M-V/def2-TZVPD", "e_homo_ev": [-7.98, -6.91], "homo_lumo_gap_ev": [8.48, 7.09], "lumo_energy_ev": [0.50, 0.18], "symbols": ["C", "C", "C", "C", "N", "N", "O", "O", "H", "H", "H", "H", "H", "H", "H", "H", "H", "H", "H", "H"], "positions_angstrom": [[-0.6788, -0.5564, -0.3080], [2.5523, -0.8918, 0.0031], [0.1585, 1.7095, 0.0430], [-2.0380, 0.4083, 1.0931], [0.0309, 0.3028, 0.4142], [-1.1561, -0.3759, -1.5677], [1.6307, -0.2824, -0.8212], [-0.7279, -1.8321, 0.1006], [-0.2287, -1.8833, 0.9292], [-1.3295, -1.2391, -2.0606], [-0.6159, 0.2830, -2.1091], [2.1769, -1.8199, 0.4846], [2.9176, -0.2407, 0.8200], [3.4417, -1.1959, -0.5767], [-0.3900, 1.9960, -0.8584], [1.2165, 1.8929, -0.1148], [-0.1981, 2.3206, 0.8731], [-2.4472, 1.2177, 0.5009], [-1.6882, 0.6882, 2.0785], [-2.6269, -0.5014, 1.0763]]}

{"formula": "C4H12N2O2", "method": "wB97M-V/def2-TZVPD", "e_homo_ev": -7.98, "homo_lumo_gap_ev": 8.94, "lumo_energy_ev": 0.96, "symbols": ["C", "C", "C", "O", "H", "H", "H", "H", "H", "H", "H", "H", "N", "C", "O", "N", "H", "H", "H", "H"], "positions_angstrom": [[1.5282, 0.3263, -0.1364], [1.0872, -2.2545, 0.7300], [1.2222, -0.0195, -1.5547], [0.9967, -0.9357, 1.1830], [2.4984, -0.0059, 0.2160], [1.3674, 1.3537, 0.1594], [2.0542, -2.4507, 0.2361], [1.0109, -2.9384, 1.5820], [0.2874, -2.5076, 0.0177], [1.1467, -1.0984, -1.7016], [0.3013, 0.4382, -1.9070], [2.0572, 0.3223, -2.1776], [-2.9532, 1.9183, 0.4498], [-1.7077, 1.7209, -0.0848], [-1.3127, -0.0642, 1.2387], [-0.8867, 0.8137, 0.2713], [-0.3963, -0.5887, 1.4018], [-3.6424, 2.3936, -0.1073], [-3.2903, 1.1611, 1.0263], [-1.3682, 2.4156, -0.8429]]}

{"formula": "C4H12N2P", "method": "wB97M-V/def2-TZVPD", "smiles": "C[PH2]1NCCC=[NH+]1", "e_homo_ev": -13.97, "charge": 1, "homo_lumo_gap_ev": 10.56, "lumo_energy_ev": -3.41, "symbols": ["C", "P", "N", "C", "C", "C", "N", "H", "H", "H", "H", "H", "H", "H", "H", "H", "H", "H", "H"], "positions_angstrom": [[-2.7825, 0.0603, -0.0117], [-1.0349, 0.5643, -0.0512], [-0.3717, -0.9595, 0.1135], [1.0840, -1.3553, 0.1433], [2.3919, -0.4686, -0.2203], [2.0573, 0.9054, 0.1946], [0.8706, 1.3959, 0.1170], [-2.7560, -0.9337, -0.6341], [-3.4707, 0.8525, -0.3261], [-2.9309, -0.0744, 1.1000], [-0.9366, 1.3074, 1.1004], [-0.7566, 0.9322, -1.4009], [-0.8843, -1.7554, 0.6533], [1.1849, -2.2882, -0.4936], [1.3350, -1.6301, 1.1146], [2.4548, -0.4110, -1.2342], [3.2859, -0.8583, 0.2186], [2.8885, 1.6876, 0.2758], [0.9516, 2.3598, 0.4116]]}

{"formula": "C4H12N2S", "method": "wB97M-V/def2-TZVPD", "smiles": "C[C@H](CS)NCN", "e_homo_ev": -8.97, "homo_lumo_gap_ev": 9.91, "lumo_energy_ev": 0.93, "symbols": ["C", "C", "C", "S", "N", "C", "N", "H", "H", "H", "H", "H", "H", "H", "H", "H", "H", "H", "H"], "positions_angstrom": [[0.2150, 0.5913, -1.9799], [-0.0440, -0.2324, -0.7304], [-1.5565, -0.1546, -0.3722], [-2.4515, -1.7137, -0.3759], [0.8202, 0.2665, 0.3166], [0.6794, -0.2141, 1.7008], [1.5358, 0.5268, 2.6095], [-0.1364, 1.6054, -1.7864], [1.2810, 0.7016, -2.1543], [-0.2802, 0.1931, -2.8623], [0.1493, -1.2748, -1.0056], [-1.6247, 0.2349, 0.6410], [-2.0585, 0.5794, -1.0019], [-2.6305, -1.8044, -1.7002], [1.7898, 0.1011, 0.0705], [-0.3391, -0.0352, 2.0162], [0.8396, -1.2940, 1.7715], [2.5084, 0.4171, 2.3455], [1.3028, 1.5061, 2.4975]]}

{"formula": "C4H12N2S", "method": "wB97M-V/def2-TZVPD", "smiles": "NCCNCCS", "e_homo_ev": -8.76, "homo_lumo_gap_ev": 9.82, "lumo_energy_ev": 1.06, "symbols": ["N", "C", "C", "N", "C", "C", "S", "H", "H", "H", "H", "H", "H", "H", "H", "H", "H", "H", "H"], "positions_angstrom": [[2.5549, -0.0732, -1.1310], [1.7585, -1.3254, -0.9525], [0.2875, -0.9283, -0.8975], [0.0096, -0.0508, 0.2087], [-1.4080, 0.3577, 0.3622], [-1.5288, 1.0749, 1.7058], [-3.2042, 1.2461, 2.2738], [3.2324, -0.0543, -0.4029], [3.0156, -0.0200, -2.0128], [2.0462, -1.7733, -0.0028], [1.9922, -1.9751, -1.7948], [-0.4001, -1.7752, -0.9386], [0.0736, -0.4137, -1.8606], [0.5235, 0.7952, 0.0250], [-2.0391, -0.5190, 0.4754], [-1.5940, 1.0108, -0.4969], [-0.9071, 0.4161, 2.3359], [-0.8648, 1.9372, 1.8384], [-3.5479, 2.0703, 1.2653]]}

{"formula": "C4H12N2S", "method": "wB97M-V/def2-TZVPD", "smiles": "NC[C@H](N)CCS", "e_homo_ev": -8.87, "homo_lumo_gap_ev": 9.81, "lumo_energy_ev": 0.93, "symbols": ["N", "C", "C", "N", "C", "C", "S", "H", "H", "H", "H", "H", "H", "H", "H", "H", "H", "H", "H"], "positions_angstrom": [[0.7120, 0.2487, -2.3625], [-0.1765, 0.0317, -1.3011], [0.4709, -0.4220, -0.0147], [1.1030, -1.7242, 0.0402], [-0.6225, -0.4470, 1.1034], [-1.1008, 0.9269, 1.6176], [0.2351, 2.1448, 1.7643], [1.2786, 1.0917, -2.4814], [0.2065, 0.3013, -3.2623], [-0.7828, 0.8948, -1.0725], [-0.9516, -0.7099, -1.5630], [1.1901, 0.3384, 0.1638], [1.6656, -1.8034, -0.8290], [0.4327, -2.4515, -0.0448], [-0.0420, -0.9229, 1.9276], [-1.5213, -0.9752, 0.7567], [-1.4529, 0.7779, 2.6796], [-1.8504, 1.4234, 0.9664], [1.2063, 1.2765, 1.9118]]}

{"formula": "C4H12N2S", "method": "wB97M-V/def2-TZVPD", "smiles": "NCNCCCS", "e_homo_ev": -8.77, "homo_lumo_gap_ev": 9.65, "lumo_energy_ev": 0.88, "symbols": ["N", "C", "N", "C", "C", "C", "S", "H", "H", "H", "H", "H", "H", "H", "H", "H", "H", "H", "H"], "positions_angstrom": [[0.9038, -1.7466, -1.1623], [-0.2470, -1.3605, -1.9758], [-1.2302, -0.4442, -1.4122], [-0.7610, 0.8549, -0.9756], [-1.1170, 1.2038, 0.4884], [-0.4870, 0.3078, 1.5178], [1.2813, 0.6597, 1.8087], [1.2757, -0.8771, -0.7731], [0.5371, -2.1774, -0.3165], [0.1483, -0.8793, -2.8673], [-0.7087, -2.2776, -2.2904], [-1.7874, -0.9807, -0.7661], [0.3302, 0.8528, -1.0543], [-1.1687, 1.6414, -1.5914], [-0.6899, 2.1994, 0.5642], [-2.1745, 1.3719, 0.4907], [-0.9154, 0.5849, 2.4862], [-0.6798, -0.7405, 1.4022], [1.5810, 1.0446, 0.5609]]}

{"formula": "C4H12N2S", "method": "wB97M-V/def2-TZVPD", "e_homo_ev": -7.34, "homo_lumo_gap_ev": 7.92, "lumo_energy_ev": 0.57, "symbols": ["C", "C", "S", "H", "H", "H", "H", "H", "C", "N", "C", "N", "H", "H", "H", "H", "H", "H", "H"], "positions_angstrom": [[-1.3521, 2.0035, -0.2526], [-0.7783, 1.7194, 1.1309], [1.0437, 1.5229, 1.1245], [-1.2679, 1.1114, -0.8743], [-0.7390, 2.7723, -0.7226], [-2.3859, 2.3365, -0.2191], [-1.2174, 0.8300, 1.5841], [-0.9911, 2.5458, 1.8102], [0.0388, -2.2070, 0.9310], [1.4314, -0.3772, -1.8607], [0.9233, -1.3659, -1.1145], [0.6635, -1.1798, 0.1210], [0.5580, -3.1605, 0.8645], [-1.0123, -2.3326, 0.6698], [0.0779, -1.8791, 1.9671], [1.6113, 0.5010, -1.3826], [1.8313, -0.5072, -2.7699], [0.6870, -2.3000, -1.6187], [0.8778, -0.0334, 0.6120]]}

Short version: relative energy (zero: lowest compared OMol25 entry of this formula, charge and spin) = 5.849; 1.097; 3.957; 3.776; 6.478; 5.563; 1.732; 0.359; 0.747; 0.657; 0.576; 0.683 eV, in the order given.